81
Properties=species:S:1:pos:R:3:lowdin_charge:R:1 method="wB97M-V/def2-TZVPD" molar_mass_g_mol=789.84 e_tot_ha=-2984.8525 charge=-1 spin_multiplicity=1 lumo_energy_ev=2.124 de_lowest_kj_mol=92.9 e_homo_ev=-4.42
Sr -0.683 0.156 0.419 1.577
N -1.037 1.379 -3.771 0.062
C -1.782 1.718 -2.666 -0.942
S -3.456 1.497 -2.741 0.519
N -1.055 2.308 -1.717 -0.037
N -1.488 2.317 -0.471 -0.065
C -0.906 3.097 0.400 -0.233
C 0.239 3.992 0.133 -0.175
C 1.316 3.996 1.028 -0.036
C 2.436 4.772 0.788 -0.087
C 2.504 5.566 -0.350 -0.108
C 1.445 5.569 -1.245 -0.098
C 0.324 4.784 -1.013 -0.038
C -1.404 2.953 1.774 -0.228
C -1.403 4.019 2.684 -0.012
C -1.951 3.834 3.937 -0.072
C -2.478 2.592 4.271 -0.072
C -2.428 1.591 3.316 -0.122
N -1.915 1.761 2.105 0.051
H -1.490 0.733 -4.392 0.062
H -0.056 1.214 -3.587 0.073
H 1.277 3.346 1.893 0.119
H 3.267 4.755 1.483 0.097
H 3.381 6.174 -0.540 0.093
H 1.501 6.178 -2.139 0.098
H -0.492 4.782 -1.720 0.111
H -0.989 4.974 2.392 0.116
H -1.974 4.649 4.650 0.101
H -2.905 2.409 5.247 0.094
H -2.811 0.597 3.529 0.115
Cl 5.404 -3.177 1.398 0.601
C 3.965 -2.204 1.586 -0.684
C 4.088 -0.818 1.771 -0.108
C 2.965 -0.058 1.930 -0.006
C 1.644 -0.616 1.920 -0.403
O 0.634 0.120 2.131 -0.264
C 1.552 -2.032 1.657 -0.134
C 0.300 -2.689 1.440 -0.096
N -0.846 -2.107 1.454 0.008
C -2.032 -2.784 1.231 -0.198
C -2.247 -4.119 1.525 -0.022
C -3.501 -4.719 1.333 -0.093
C -4.567 -3.990 0.884 -0.056
C -4.407 -2.616 0.598 -0.156
C -5.477 -1.795 0.169 -0.016
C -5.259 -0.471 -0.073 -0.044
C -3.960 0.046 0.107 -0.176
N -2.944 -0.688 0.492 0.000
C -3.138 -2.005 0.751 -0.145
C 2.734 -2.790 1.527 -0.081
H 5.074 -0.372 1.789 0.099
H 3.029 1.014 2.072 0.111
H 0.380 -3.755 1.182 0.126
H -1.440 -4.706 1.943 0.102
H -3.621 -5.772 1.558 0.097
H -5.539 -4.449 0.746 0.104
H -6.461 -2.234 0.049 0.111
H -6.051 0.188 -0.400 0.106
H -3.748 1.091 -0.072 0.049
H 2.653 -3.859 1.365 0.105
C 2.084 -5.504 -2.433 -0.096
O 2.826 -4.465 -3.032 -0.084
C 2.458 -3.191 -2.716 -0.290
C 3.369 -2.190 -3.111 -0.032
C 3.100 -0.890 -2.779 -0.041
C 1.955 -0.521 -2.048 -0.104
C 1.802 0.823 -1.534 -0.377
C 2.532 1.966 -2.208 0.005
O 1.098 1.081 -0.555 -0.149
C 0.976 -1.524 -1.715 -0.360
O -0.137 -1.249 -1.168 -0.243
C 1.291 -2.871 -2.074 0.045
H 2.603 -6.428 -2.677 0.087
H 1.062 -5.550 -2.820 0.091
H 2.046 -5.382 -1.346 0.089
H 4.268 -2.476 -3.638 0.105
H 3.822 -0.127 -3.042 0.105
H 2.752 1.761 -3.254 0.075
H 3.464 2.172 -1.676 0.094
H 1.899 2.846 -2.129 0.067
H 0.560 -3.623 -1.803 0.108